{"formula": "C12H17N", "method": "ωB97M-V with the def2-TZVPD basis set", "smiles": "Cc1c[nH]c2ccccc12.CCC", "gap_ev": 8.73, "relative_energy_kcal_mol": 29.68, "e_homo_ha": -0.2853, "lumo_ev": 0.97, "species": ["C", "C", "C", "N", "C", "C", "C", "C", "C", "C", "H", "H", "H", "H", "H", "H", "H", "H", "H", "C", "C", "C", "H", "H", "H", "H", "H", "H", "H", "H"], "positions_angstrom": [[-2.610, 0.673, -1.118], [-1.859, -0.123, -0.146], [-2.182, -0.652, 1.065], [-1.304, -1.698, 1.416], [-0.230, -1.695, 0.512], [0.910, -2.430, 0.439], [1.620, -2.388, -0.778], [1.370, -1.413, -1.748], [0.271, -0.535, -1.524], [-0.558, -0.708, -0.447], [-3.393, 1.253, -0.617], [-3.160, 0.134, -1.944], [-1.965, 1.345, -1.678], [-3.146, -0.512, 1.558], [-1.492, -2.412, 2.094], [1.178, -3.299, 1.058], [2.372, -3.100, -1.122], [1.847, -1.294, -2.701], [0.295, 0.354, -2.164], [0.763, 2.451, 1.824], [1.515, 3.356, 0.830], [1.887, 2.904, -0.580], [1.417, 1.632, 2.071], [-0.241, 2.169, 1.458], [0.549, 3.072, 2.685], [1.008, 4.340, 0.872], [2.449, 3.588, 1.362], [2.331, 1.928, -0.686], [0.960, 2.942, -1.189], [2.544, 3.623, -1.092]]}

{"formula": "C5H10O2", "method": "ωB97M-V with the def2-TZVPD basis set", "gap_ev": 9.48, "relative_energy_kcal_mol": 104.80, "e_homo_ha": -0.3167, "lumo_ev": 0.86, "species": ["O", "C", "C", "C", "C", "O", "C", "H", "H", "H", "H", "H", "H", "H", "H", "H", "H"], "positions_angstrom": [[2.811, -0.128, 0.774], [1.602, -0.587, 0.203], [0.318, 0.046, 0.625], [-0.471, 1.228, 0.150], [-1.943, 0.699, 0.018], [-1.950, -0.645, -0.432], [-0.680, -0.925, -0.838], [3.392, -0.900, 0.795], [1.596, -0.558, -0.890], [1.440, -1.632, 0.516], [0.315, 0.063, 1.753], [-0.498, 2.122, 0.785], [-0.105, 1.500, -0.839], [-2.473, 1.321, -0.705], [-2.488, 0.684, 0.968], [-0.469, -0.388, -1.806], [-0.556, -1.998, -1.068]]}

{"formula": "C24H68CrCuO20", "method": "ωB97M-V with the def2-TZVPD basis set", "multiplicity": 6, "gap_ev": [7.07, 5.16], "s_squared": 8.7707, "e_homo_ha": [-0.2756, -0.2860], "lumo_ev": [-0.43, -2.62], "species": ["Cr", "Cu", "C", "C", "O", "H", "H", "H", "H", "H", "C", "C", "O", "H", "H", "H", "H", "H", "C", "C", "O", "H", "H", "H", "H", "H", "C", "C", "O", "H", "H", "H", "H", "H", "C", "C", "O", "O", "H", "H", "H", "H", "H", "H", "C", "C", "O", "O", "H", "H", "H", "H", "H", "H", "C", "C", "O", "O", "H", "H", "H", "H", "H", "H", "C", "C", "O", "O", "H", "H", "H", "H", "H", "H", "C", "C", "O", "O", "H", "H", "H", "H", "H", "H", "C", "C", "O", "O", "H", "H", "H", "H", "H", "H", "C", "C", "O", "O", "H", "H", "H", "H", "H", "H", "C", "C", "O", "O", "H", "H", "H", "H", "H", "H"], "positions_angstrom": [[-3.350, 11.336, -25.272], [-0.865, 12.977, -23.682], [-5.113, 14.081, -22.706], [-3.724, 13.511, -22.297], [-3.052, 12.750, -23.262], [-5.100, 15.135, -22.985], [-5.740, 14.176, -21.820], [-5.723, 13.519, -23.412], [-3.972, 12.946, -21.399], [-3.103, 14.364, -22.025], [0.761, 8.756, -23.376], [0.562, 10.015, -22.494], [-0.523, 10.799, -22.981], [-0.145, 8.155, -23.313], [1.496, 8.169, -22.824], [0.962, 9.026, -24.412], [1.488, 10.588, -22.454], [0.408, 9.513, -21.539], [-4.903, 15.130, -27.005], [-5.385, 13.706, -26.964], [-4.605, 12.691, -26.465], [-5.698, 15.835, -27.248], [-4.258, 15.334, -27.860], [-4.351, 15.383, -26.100], [-5.655, 13.394, -27.972], [-6.290, 13.613, -26.363], [0.035, 13.214, -27.532], [-0.501, 11.891, -26.868], [-1.360, 12.100, -25.756], [0.841, 13.652, -26.943], [-0.604, 14.095, -27.473], [0.241, 12.949, -28.569], [0.316, 11.312, -26.438], [-1.015, 11.263, -27.596], [-8.390, 13.533, -23.730], [-8.683, 15.025, -24.233], [-9.727, 15.625, -23.583], [-9.485, 12.650, -23.980], [-8.212, 13.554, -22.655], [-7.492, 13.046, -24.109], [-8.759, 15.049, -25.320], [-7.793, 15.507, -23.829], [-10.335, 14.883, -23.545], [-9.631, 12.371, -23.073], [-2.647, 13.260, -30.254], [-3.666, 13.565, -31.393], [-4.851, 14.194, -30.768], [-3.035, 12.336, -29.255], [-2.404, 14.253, -29.876], [-1.729, 12.814, -30.636], [-3.862, 12.734, -32.069], [-3.208, 14.346, -32.000], [-4.999, 13.732, -29.939], [-3.352, 12.881, -28.531], [-0.801, 16.247, -24.851], [-1.809, 17.313, -25.606], [-2.608, 18.087, -24.726], [-1.528, 15.407, -24.023], [0.130, 16.678, -24.484], [-0.585, 15.617, -25.714], [-2.508, 16.773, -26.244], [-1.147, 18.038, -26.080], [-3.532, 17.946, -24.942], [-1.983, 16.016, -23.436], [-2.200, 8.494, -25.567], [-3.329, 8.608, -26.738], [-3.435, 9.969, -27.060], [-2.557, 9.347, -24.556], [-1.147, 8.572, -25.839], [-2.301, 7.468, -25.213], [-4.280, 8.193, -26.402], [-3.052, 7.940, -27.554], [-3.454, 9.949, -28.019], [-1.864, 9.530, -23.917], [-0.664, 9.723, -30.508], [0.673, 9.267, -29.889], [0.657, 7.954, -29.386], [-1.782, 9.665, -29.650], [-0.970, 9.318, -31.473], [-0.525, 10.771, -30.775], [0.807, 9.965, -29.063], [1.466, 9.325, -30.636], [-0.196, 7.575, -29.612], [-2.289, 10.439, -29.907], [-2.774, 6.097, -22.667], [-4.140, 7.004, -22.943], [-5.254, 6.207, -22.903], [-2.542, 5.070, -23.564], [-2.859, 5.675, -21.666], [-2.026, 6.873, -22.502], [-4.174, 7.256, -24.003], [-4.212, 7.869, -22.283], [-5.108, 5.442, -23.465], [-1.641, 4.762, -23.442], [-6.260, 9.606, -24.061], [-6.695, 9.907, -22.651], [-7.866, 10.621, -22.656], [-5.582, 10.792, -24.534], [-6.984, 9.216, -24.776], [-5.412, 8.921, -24.067], [-6.031, 10.516, -22.038], [-6.791, 8.962, -22.115], [-7.770, 11.224, -21.916], [-6.148, 11.535, -24.756], [-1.230, 10.102, -19.481], [-1.539, 9.970, -18.002], [-1.693, 11.331, -17.486], [-2.041, 10.973, -20.136], [-1.344, 9.214, -20.102], [-0.237, 10.535, -19.607], [-0.776, 9.403, -17.469], [-2.515, 9.515, -17.830], [-2.570, 11.666, -17.684], [-1.719, 11.066, -21.035]]}

Computed total energy, in the same sequence as the records: -522.17297; -346.85842; -5144.55242 hartree.